(1)
The following is a DFT calculation (ωB97M-V/def2-TZVPD) of an isolated ion of composition C6H14BO2 and charge -1.

Cartesian coordinates (Å):
O: 0.47054 2.42769 -0.05030
O: 0.70597 0.56668 1.40936
C: 0.85046 1.75258 2.13235
C: 0.13470 -2.13675 0.17643
C: -0.29953 0.11541 -0.94364
C: -1.33665 -2.01210 -1.83967
C: 0.17672 2.80434 1.25908
C: -0.13078 -1.39526 -1.13240
B: 0.78124 0.93054 -0.03596
H: 1.91444 2.01257 2.28224
H: -2.21392 -1.96697 -1.18672
H: 0.54759 3.81863 1.46721
H: 0.37287 1.65289 3.11656
H: 1.93151 0.76576 -0.50916
H: -0.91123 2.80358 1.45679
H: 0.19635 -3.21838 0.00710
H: -0.25028 0.57822 -1.93996
H: -1.57989 -1.45797 -2.75003
H: 1.05529 -1.79720 0.64782
H: -1.16768 -3.06133 -2.10638
H: -1.31918 0.31490 -0.57189
H: 0.74265 -1.55747 -1.77889
H: -0.67119 -1.94035 0.89006

Results
* orbital gap: 7.53 eV
* E: -11222.8927 eV
* net charge: -1
* relative energy (zero: lowest compared OMol25 entry of this formula, charge and spin): 0.0 kJ/mol
* lowest unoccupied orbital energy: 3.9 eV



(2)
The following is a DFT calculation (ωB97M-V/def2-TZVPD) of an isolated ion of composition C6H14BrN2 and charge +1 at a distorted geometry.

Cartesian coordinates (Å):
Br: -0.31862 2.32291 -1.94451
N: -0.36007 -0.01529 -0.22561
N: 0.43553 1.71757 1.39456
C: -1.51439 0.48889 0.53604
C: -0.08810 -1.32826 0.21446
C: 0.33398 0.77216 -1.01965
C: 1.68616 0.25568 -1.46166
C: -0.08526 -2.23461 -1.03638
C: -0.87341 1.11666 1.79860
H: -0.71505 -1.56596 1.07370
H: 2.17976 1.16092 -1.92281
H: 1.22472 1.27760 1.87595
H: 0.53971 2.65105 1.88771
H: 0.78500 -2.91082 -1.05620
H: -1.08884 -2.72110 -1.02632
H: -0.11736 -1.61891 -2.01887
H: -2.11709 1.12779 -0.12572
H: -2.24825 -0.41576 0.72927
H: 1.73705 -0.44075 -2.24274
H: -0.77272 0.35068 2.57879
H: 0.98717 -1.48804 0.41681
H: 1.93275 -0.42590 -0.57940
H: -1.54268 1.92349 2.15398

Results
* orbital gap: 9.96 eV
* E: -79462.9975 eV
* net charge: +1
* relative energy (zero: lowest compared OMol25 entry of this formula, charge and spin): 211.0 kJ/mol
* lowest unoccupied orbital energy: -4.2 eV



(3)
The following is a DFT calculation (ωB97M-V/def2-TZVPD) of a 2-piece molecular cluster, C6H14BrNO2S overall at a distorted geometry.

Cartesian coordinates (Å):
Br: -0.58650 3.73283 -1.44782
S: -0.63811 0.39211 -0.97966
O: 0.74157 0.12546 -1.31777
O: -1.50092 -0.41457 -2.18828
N: -1.01040 -0.77264 0.27858
C: -0.21097 -1.08282 1.43063
C: 1.17916 -1.41567 0.90232
C: 0.70331 2.96308 -2.49650
C: 0.43796 2.58674 -3.71885
C: -0.18308 0.17652 2.38476
C: -0.64971 -2.23974 2.35394
H: -0.78590 -0.76171 -2.71454
H: -1.63898 -2.26806 2.85124
H: 1.27101 -2.49302 0.62869
H: -0.09601 -0.13494 3.44875
H: 1.35905 2.43404 -4.36899
H: -2.02388 -0.43132 0.47197
H: 0.15686 -2.28915 3.11298
H: 1.73405 2.73721 -2.12258
H: -0.53609 2.87032 -4.13691
H: -0.58001 -3.18159 1.82808
H: 1.44930 -0.91118 0.00514
H: 2.05384 -1.12837 1.56771
H: 0.54328 0.78533 1.94954
H: -1.18885 0.72115 2.27755

Results
* orbital gap: 9.65 eV
* E: -92908.8101 eV
* lowest unoccupied orbital energy: 0.7 eV



The lowest lowest unoccupied orbital energy belongs to which entry?
C6H14BrN2



The highest E belongs to which entry?
C6H14BO2



Among the records above, which one has the highest lowest unoccupied orbital energy?
C6H14BO2